Record 1
This record from the Open Molecules 2025 dataset describes a structure of composition C15H26CoNO2P in a non-equilibrium geometry. The level of theory is ωB97M-V with the def2-TZVPD basis set.

Positions of all 46 atoms, in Å:
C 0.59561 3.15672 -2.35950
C -0.67909 2.64942 -2.11600
C -0.87974 1.63852 -1.15489
C 0.21923 1.19248 -0.42861
C 1.51410 1.63454 -0.71684
C 1.70015 2.65373 -1.66114
C -2.24868 1.09320 -0.88436
C -2.26954 -0.35535 -0.34753
N -2.28208 -1.34090 -1.32514
Co -0.02664 0.00018 1.14257
C 2.63327 0.94938 0.00715
P 1.91433 -0.70010 0.53781
H -1.54917 3.01932 -2.66202
H 2.71177 3.02186 -1.85057
H 0.73678 3.94516 -3.09961
H 2.93410 1.47274 0.93286
H 3.52859 0.78167 -0.60557
H -2.73302 1.70490 -0.10825
H -2.86791 1.15430 -1.79067
H -1.36247 -0.58161 0.31968
C 3.20674 -1.49116 1.50349
C 1.99333 -1.61883 -1.03016
H -3.15166 -0.50240 0.29505
C -1.38090 -1.36470 -2.43489
C -3.02356 -2.56211 -1.10582
H 0.37058 -0.90063 2.43693
H -1.84546 -1.94877 -3.24514
H -1.15501 -0.35629 -2.79286
H -0.42841 -1.86970 -2.18350
H -3.27889 -3.00942 -2.07710
H -2.43855 -3.31070 -0.53134
H -3.94866 -2.34909 -0.54630
H 3.03944 -1.69826 -1.35124
H 1.57966 -2.62120 -0.85466
H 1.41623 -1.12262 -1.81875
H 4.15860 -1.43858 0.96455
H 3.29947 -1.00391 2.48042
H 2.92051 -2.53981 1.64746
H -0.04803 -1.53521 1.67956
C -0.09554 0.41842 4.58506
O -0.94940 1.31880 3.81485
C -0.84382 1.40528 2.46938
O -1.30063 2.39890 1.89272
H -0.16332 0.76619 5.61890
H 0.94645 0.45720 4.24291
H -0.46878 -0.61155 4.51112

Calculated values
* energy above the lowest of the compared OMol25 structures with the same formula, charge and spin: 0.0000 eV
* spin multiplicity: 4
* HOMO-LUMO gap (spin up / spin down): 6.65 / 7.76 eV
* LUMO (spin up / spin down): 0.466 / -0.205 eV

Here are the Löwdin charges for atoms 1 to 4, given in e:
1. C -0.082
2. C -0.044
3. C -0.260
4. C -0.172

=====

Record 2
This record from the Open Molecules 2025 dataset describes an isolated molecule of C15H26FN3O3SSi in a non-equilibrium geometry. The level of theory is ωB97M-V with the def2-TZVPD basis set.

Positions of all 50 atoms, in Å:
C -2.86409 1.37445 0.24719
C -2.27955 0.15318 0.87098
Si -1.51551 -0.95288 -0.41423
C -0.43369 -0.02726 -1.69943
C 0.48879 -0.91484 -2.50224
C -2.95228 -1.87210 -1.30664
C -3.32332 -3.11148 -0.52867
C -0.32560 -2.15719 0.47140
C 0.46342 -1.58438 1.62092
S 1.85922 -2.64911 1.92446
C 3.22331 -1.80138 1.07680
C 3.76623 -0.56471 1.82895
N 2.93531 0.56624 1.61969
C 2.60424 0.94495 0.33858
O 3.00610 0.38737 -0.68554
N 1.66501 2.01205 0.14938
C 1.58068 2.56595 -1.09977
C 0.68700 3.55017 -1.37879
F 0.53888 3.97704 -2.65434
C -0.14803 4.10441 -0.32109
O -0.83262 5.10114 -0.51846
N -0.08913 3.41527 0.89499
C 0.68877 2.31119 1.10915
O 0.61706 1.63855 2.12195
H -3.56584 1.91664 0.88767
H -3.41873 1.13709 -0.67141
H -2.09736 2.10288 -0.09883
H -3.08207 -0.41894 1.31372
H -1.53373 0.36873 1.63314
H 0.16373 0.67673 -1.13249
H -1.08088 0.55369 -2.36314
H 1.17475 -1.43493 -1.82482
H 1.15869 -0.30249 -3.09728
H -0.03499 -1.67832 -3.06746
H -2.55713 -2.08330 -2.32135
H -3.82496 -1.21285 -1.43076
H -2.63951 -3.95815 -0.70802
H -4.31450 -3.46029 -0.83280
H -3.41951 -2.94035 0.54847
H 0.41656 -2.45097 -0.30260
H -0.87262 -3.05721 0.77354
H -0.13720 -1.50109 2.54448
H 0.77886 -0.54740 1.40117
H 2.87563 -1.47645 0.05487
H 4.05353 -2.53361 0.99041
H 4.74325 -0.27541 1.45848
H 3.88594 -0.72898 2.89563
H 2.44722 0.94177 2.44395
H 2.18692 2.10403 -1.87102
H -0.66631 3.79251 1.61119

Calculated values
* energy above the lowest of the compared OMol25 structures with the same formula, charge and spin: 0.0000 eV
* spin multiplicity: 1
* HOMO-LUMO gap: 8.21 eV
* LUMO: -0.071 eV

Here are the Löwdin charges for atoms 1 to 4, given in e:
1. C -0.169
2. C -0.308
3. Si 0.651
4. C -0.286